No. 1
Below is C18H26N2O3S2 in the gas phase, with properties calculated with the ωB97M-V functional and the def2-TZVPD basis.

The geometry in ORCA input format:
```
! RIJCOSX wB97M-V def2-TZVPD def2/J DEFGRID3
* xyz 0 1
C -6.2888 -0.1356 -0.8234
H -7.2031 -0.7193 -0.7670
H -5.4656 -0.7962 -1.0827
H -6.3989 0.6031 -1.6125
C -6.0243 0.5363 0.5228
N -4.6874 1.0893 0.6147
C -3.6354 0.3417 0.9514
S -2.0911 0.9178 0.9867
S -4.0121 -1.3237 1.4564
C -2.3923 -2.1373 1.3574
C -2.1775 -2.7568 -0.0239
C -2.1685 -1.6806 -1.0796
O -3.1450 -1.3610 -1.7136
N -0.9744 -1.0218 -1.3053
C 0.2475 -1.1281 -0.6647
O 0.5477 -1.9510 0.1529
O 1.0362 -0.1532 -1.1345
C 2.3449 -0.0292 -0.6619
C 2.7754 1.2437 -0.3220
C 4.0785 1.4300 0.0989
C 4.9634 0.3627 0.1926
C 4.5079 -0.9038 -0.1533
C 3.2097 -1.1085 -0.5826
H 2.8707 -2.0975 -0.8471
H 5.1723 -1.7520 -0.0918
C 6.3816 0.5822 0.6587
C 7.3791 0.1945 -0.4351
H 8.3940 0.4160 -0.1128
H 7.3148 -0.8672 -0.6591
H 7.1761 0.7507 -1.3476
C 6.6564 -0.1973 1.9463
H 7.6575 0.0215 2.3111
H 5.9388 0.0784 2.7156
H 6.5802 -1.2678 1.7748
H 6.5082 1.6492 0.8724
H 4.4097 2.4236 0.3639
H 2.0849 2.0697 -0.3883
H -1.0389 -0.2551 -1.9675
H -3.0023 -3.4364 -0.2477
H -1.2321 -3.2971 -0.0185
H -1.6290 -1.3924 1.5899
H -2.4005 -2.9108 2.1233
C -4.4798 2.4646 0.2015
C -4.0306 2.5858 -1.2517
H -3.8556 3.6310 -1.4920
H -4.7806 2.1884 -1.9289
H -3.1057 2.0353 -1.3985
H -3.7118 2.8977 0.8499
H -5.4150 3.0066 0.3559
H -6.7349 1.3501 0.6866
H -6.1541 -0.1901 1.3296
*
```

The calculation puts the LUMO energy at 0.0252 hartree. The SMILES is CCN(CC)C(=S)SCCC(=O)NC(=O)Oc1ccc(C(C)C)cc1. For the HOMO-LUMO gap, the calculation gives 8.89 eV. As for the electronic energy: -1833.15542 Eh.



No. 2
Below is C18H26N2O4S in the gas phase at a distorted geometry, with properties calculated with the ωB97M-V functional and the def2-TZVPD basis.

The geometry in ORCA input format:
```
! RIJCOSX wB97M-V def2-TZVPD def2/J DEFGRID3
* xyz 0 1
C 0.6618 0.4450 3.2795
C 1.4701 0.8749 2.0614
H 0.9742 0.5104 1.1590
H 1.4934 1.9644 2.0101
C 2.9044 0.3136 2.0997
N 3.4701 0.1166 0.7849
S 3.2643 -1.3342 0.0297
O 4.1356 -1.3456 -1.1096
O 3.3948 -2.3599 1.0229
C 1.5720 -1.3414 -0.5631
C 1.2614 -0.6615 -1.7260
C -0.0485 -0.6237 -2.1623
C -1.0508 -1.2668 -1.4320
C -0.7240 -1.9543 -0.2630
C 0.5906 -1.9882 0.1637
H 0.8761 -2.5215 1.0561
H -1.4988 -2.4541 0.2939
N -2.3526 -1.2024 -1.9200
C -3.5012 -1.6858 -1.3828
O -3.6105 -2.2613 -0.3242
C -4.7069 -1.4326 -2.3086
C -5.9813 -1.1259 -1.4982
H -5.7350 -1.1103 -0.4364
C -6.4093 0.2545 -2.0057
H -7.1666 0.1570 -2.7834
C -5.1144 0.7936 -2.6114
H -4.4770 1.2346 -1.8310
H -5.2665 1.5210 -3.4087
O -4.4779 -0.3359 -3.1799
H -6.7924 0.8954 -1.2160
H -6.7495 -1.8781 -1.6584
H -4.8158 -2.3261 -2.9349
H -2.4818 -0.7063 -2.7974
H -0.3038 -0.1010 -3.0730
H 2.0527 -0.1858 -2.2828
C 3.7771 1.2935 0.0154
H 4.2072 0.9462 -0.9244
C 4.7799 2.1499 0.7872
C 4.2199 2.4808 2.1679
C 3.8641 1.1944 2.9120
H 3.4129 1.4276 3.8771
H 4.7786 0.6268 3.0901
H 3.3352 3.1117 2.0591
H 4.9565 3.0433 2.7448
H 4.9906 3.0628 0.2282
H 5.7075 1.5868 0.8965
H 2.8676 1.8754 -0.1976
H 2.8735 -0.6871 2.5415
H 0.5931 -0.6390 3.3253
H 1.1257 0.7983 4.1971
H -0.3461 0.8504 3.2277
*
```

The calculation puts the LUMO energy at 0.0192 hartree. The SMILES is CC[C@@H]1CCCCN1S(=O)(=O)c1ccc(NC(=O)[C@H]2CCCO2)cc1. For the HOMO-LUMO gap, the calculation gives 9.25 eV. As for the electronic energy: -1510.17455 Eh.



In kcal per mole, the relative energy (zero: lowest compared OMol25 entry of this formula, charge and spin) values for the records above are, in order, 0.1; 34.4.
In eV, the highest occupied orbital energy values for the records above are, in order, -8.21; -8.73.